1.
{
  "formula": "C15H12N2OPdS2",
  "method": "wB97M-V/def2-TZVPD",
  "e_tot_ev": -45929.5620,
  "spin_multiplicity": 2,
  "charge": -1,
  "homo_lumo_gap_ev": [5.775, 6.316],
  "e_homo_ev": [-2.7, -3.3],
  "symbols": ["Pd", "C", "C", "C", "C", "C", "C", "C", "C", "C", "S", "C", "N", "H", "H", "H", "H", "H", "H", "H", "H", "O", "N", "C", "C", "C", "C", "C", "S", "H", "H", "H", "H"],
  "coordinates": [[0.49, -1.10, -0.30], [-1.73, 1.36, -0.63], [-0.36, 1.98, -0.62], [-0.23, 3.39, -0.70], [1.01, 3.94, -0.69], [2.15, 3.11, -0.63], [3.46, 3.65, -0.64], [4.52, 2.78, -0.60], [4.33, 1.40, -0.55], [3.07, 0.82, -0.53], [2.87, -0.90, -0.48], [1.94, 1.71, -0.56], [0.68, 1.19, -0.54], [-2.50, 2.13, -0.76], [-1.91, 0.81, 0.29], [-1.80, 0.62, -1.43], [-1.12, 4.00, -0.76], [1.16, 5.01, -0.75], [3.59, 4.72, -0.69], [5.54, 3.16, -0.61], [5.19, 0.75, -0.52], [-1.79, -1.41, 0.07], [-2.14, -2.57, 0.57], [-3.36, -2.65, 1.14], [-3.85, -3.80, 1.68], [-3.05, -4.95, 1.63], [-1.81, -4.86, 1.05], [-1.31, -3.66, 0.50], [0.22, -3.54, -0.22], [-3.89, -1.71, 1.12], [-4.84, -3.81, 2.12], [-3.39, -5.88, 2.05], [-1.15, -5.71, 1.00]],
  "mulliken_charge": [0.0442, -1.1794, 0.8622, -0.5638, -0.7488, 1.3660, -0.8716, -0.4696, -0.4651, 0.1867, -0.4783, -0.1479, -0.5004, 0.3489, 0.2048, 0.2791, 0.2876, 0.3613, 0.3042, 0.3361, 0.3902, -0.6977, 0.4418, -0.0941, -0.7511, -0.1158, -0.7922, 0.4224, -0.4292, 0.3994, 0.3603, 0.3487, 0.3611]
}

2.
{
  "formula": "C15H13Cl3GeN7OSTi",
  "method": "wB97M-V/def2-TZVPD",
  "e_tot_ev": -156277.7600,
  "spin_multiplicity": 4,
  "homo_lumo_gap_ev": [5.234, 6.006],
  "e_homo_ev": [-6.1, -8.7],
  "symbols": ["Ti", "C", "C", "C", "C", "N", "C", "C", "C", "C", "C", "C", "C", "H", "H", "H", "H", "H", "H", "H", "H", "N", "N", "C", "N", "S", "H", "H", "H", "H", "H", "O", "N", "C", "C", "N", "C", "N", "Cl", "Ge", "Cl", "Cl"],
  "coordinates": [[-1.08, -0.09, -0.15], [2.09, -2.79, -1.02], [2.72, -2.75, 0.21], [2.39, -1.74, 1.09], [1.43, -0.80, 0.75], [0.74, -0.91, -0.42], [1.11, -1.86, -1.29], [1.06, 0.36, 1.58], [1.52, 0.62, 2.86], [1.08, 1.73, 3.57], [0.18, 2.62, 3.01], [-0.26, 2.42, 1.71], [0.15, 1.28, 1.03], [2.34, -3.54, -1.76], [3.46, -3.49, 0.47], [2.89, -1.66, 2.05], [0.59, -1.86, -2.23], [2.21, -0.08, 3.34], [1.47, 1.91, 4.57], [-0.17, 3.48, 3.57], [-0.94, 3.13, 1.25], [-1.22, 1.41, -1.81], [-0.25, 1.23, -2.81], [1.03, 1.46, -2.48], [1.95, 1.04, -3.35], [1.43, 2.30, -1.05], [-2.13, 1.31, -2.25], [-1.15, 2.35, -1.47], [-0.47, 0.52, -3.49], [1.69, 0.45, -4.13], [2.92, 1.17, -3.13], [-1.29, -1.12, 1.33], [-1.96, -1.10, 2.49], [-2.96, -0.16, 2.51], [-3.75, 0.00, 3.69], [-4.40, 0.16, 4.63], [-3.13, 0.60, 1.35], [-2.87, 1.01, 0.29], [-2.32, -1.55, -1.62], [-1.89, -3.03, -3.53], [-0.47, -1.54, -4.73], [-3.73, -2.48, -4.61]],
  "mulliken_charge": [-0.3946, -1.0893, -0.5083, -1.0264, 0.9261, 0.7556, 0.0639, 0.6101, -0.6125, -0.7809, -0.7235, -0.4504, 0.8506, 0.4508, 0.4288, 0.4151, 0.1042, 0.3688, 0.4200, 0.4454, 0.3633, -0.2863, -0.2369, 0.3994, -0.3306, -0.2356, 0.4552, 0.3266, 0.1032, 0.2042, 0.2267, -0.0402, -0.5212, 0.3604, 0.0064, -0.5087, 0.5508, -0.5120, -0.2337, 0.4907, -0.4822, -0.3533]
}

What are the energy relative to the best compared isomer or geometry (same formula, charge and spin) values for these records? In order: 0.1 48.6 kcal per mole.